C2H7NO2Si | wB97M-V/def2-TZVPD

Geometry as ORCA input:
```
! RIJCOSX wB97M-V def2-TZVPD def2/J DEFGRID3
* xyz 0 1
C 1.14104 0.33168 0.79638
C -0.27591 0.31577 0.30386
Si -0.20150 -0.05997 -1.68536
N -1.03688 -0.69132 1.03977
O -2.23562 -0.50855 1.15010
O -0.48035 -1.61501 1.57975
H 1.87952 -0.26974 0.44678
H 1.01679 0.06395 1.86202
H 1.58358 1.31296 0.53305
H -0.86278 1.20068 0.30228
H -1.53528 -0.12428 -2.33480
H 0.37680 1.20007 -2.23890
H 0.63058 -1.15624 -1.75493
*
```

Computed properties:
SMILES string	C[C@@H]([SiH3])[N+](=O)[O-]
ΔE to the lowest compared entry with this formula, charge and spin	5.691	eV
lowest unoccupied orbital energy	0.3	eV
orbital gap	0.407	Eh

=====

C26H45F8N2O2 | wB97M-V/def2-TZVPD

Geometry as ORCA input:
```
! RIJCOSX wB97M-V def2-TZVPD def2/J DEFGRID3
* xyz 1 1
C -4.09131 1.06913 6.57757
C -4.74609 -0.30150 6.52737
O -6.03563 -0.30862 7.08521
C -4.82045 -0.87201 5.08418
C -3.62790 -1.72389 4.77043
C -3.64323 -3.11216 4.90051
C -2.46751 -3.82610 4.63222
N -1.34541 -3.25550 4.24457
N -1.35878 -1.94556 4.11571
C -0.08305 -1.34851 3.66173
C -0.29763 -0.44516 2.44643
O 0.92461 -0.46792 1.75936
C 1.14205 0.63283 0.91027
C 1.87871 0.17822 -0.36562
F 3.01095 0.88577 -0.53914
F 2.21207 -1.12443 -0.26843
C 1.03835 0.31158 -1.65338
F 1.65921 -0.32493 -2.65514
F -0.14692 -0.31030 -1.43858
C 0.78124 1.77646 -2.10821
F 1.76866 2.16333 -2.91695
F 0.78485 2.58420 -1.02169
C -0.56408 1.92917 -2.84530
F -1.55823 1.94156 -1.93061
F -0.56060 3.10615 -3.49237
C -2.40916 -1.16984 4.36125
H -4.58390 1.75881 5.89161
H -3.04020 1.00598 6.29569
H -4.13517 1.45618 7.59273
H -4.12830 -0.98375 7.12153
H -6.34379 0.59119 7.22621
H -4.88232 -0.05488 4.36519
H -5.71984 -1.47670 5.01670
H -4.53802 -3.63690 5.20307
H -2.44475 -4.90059 4.73428
H 0.38591 -0.82818 4.49060
H 0.54395 -2.17177 3.33310
H -1.09989 -0.84583 1.81749
H -0.55002 0.57240 2.75842
H 0.19767 1.09272 0.62206
H 1.75092 1.40162 1.38802
H -0.73100 1.13084 -3.56800
H -2.30666 -0.10280 4.23357
C 2.40184 -4.23491 3.45424
C 3.53959 -3.27280 3.12150
C 4.05408 -3.41144 1.69010
C 4.64257 -4.78182 1.35109
C 5.79694 -5.22479 2.24883
C 7.00665 -4.29693 2.18730
H 2.71436 -5.27664 3.38614
H 2.03836 -4.06985 4.47164
H 1.56323 -4.09354 2.76520
H 4.35571 -3.41582 3.83381
H 3.19224 -2.24334 3.26236
H 4.80226 -2.63581 1.50789
H 3.23330 -3.20271 0.99598
H 4.98806 -4.75986 0.31354
H 3.85373 -5.53890 1.38681
H 6.10328 -6.22850 1.94537
H 5.45667 -5.31345 3.28475
H 7.38094 -4.21443 1.16519
H 7.81780 -4.67509 2.80988
H 6.76598 -3.29237 2.53916
C 0.03828 3.05247 -6.72564
C -1.22948 3.14552 -7.56969
C -1.09365 4.07961 -8.77045
C -0.79614 5.53794 -8.41763
C -1.82024 6.19699 -7.49507
C -3.22443 6.25870 -8.08899
H 0.30426 4.01468 -6.28678
H -0.09376 2.34571 -5.90737
H 0.88253 2.71063 -7.32792
H -2.06450 3.46445 -6.93904
H -1.48860 2.14805 -7.93496
H -2.00912 4.02589 -9.36554
H -0.29352 3.70948 -9.41881
H -0.73455 6.11226 -9.34685
H 0.19306 5.60843 -7.95674
H -1.48288 7.21290 -7.27493
H -1.85231 5.67399 -6.53477
H -3.22144 6.79971 -9.03719
H -3.91006 6.77261 -7.41405
H -3.63038 5.26262 -8.27201
*
```

Computed properties:
lowest unoccupied orbital energy	-4.8	eV
orbital gap	0.267	Eh

=====

C27H49Cl3GeN6OOsP2S | wB97M-V/def2-TZVPD

Geometry as ORCA input:
```
! RIJCOSX wB97M-V def2-TZVPD def2/J DEFGRID3
* xyz 3 2
Os 0.09543 -0.54520 0.57962
C -2.16054 1.27694 -1.52691
P -1.64758 1.30734 0.20331
C -1.41748 3.07317 0.58142
C -3.14957 0.96171 1.16025
C -3.61394 -0.41213 0.76014
P -2.19842 -1.56114 0.77646
C -2.33892 -2.43358 2.35456
C -2.70731 -2.72210 -0.50971
H -3.05090 1.90464 -1.61293
H -2.37759 0.26703 -1.86645
H -1.37823 1.68617 -2.16630
H -2.36414 3.51968 0.26728
H -0.60564 3.53826 0.03035
H -1.28054 3.24500 1.64655
H -3.89144 1.73286 0.94002
H -2.90808 1.03584 2.22202
H -4.02440 -0.42306 -0.25028
H -4.38741 -0.80176 1.42460
H -3.30884 -2.93458 2.35570
H -2.28665 -1.73441 3.18891
H -1.55476 -3.18014 2.45184
H -3.77371 -2.89577 -0.34536
H -2.17993 -3.66847 -0.45632
H -2.56372 -2.29178 -1.50093
C 3.93584 -0.37747 -4.10108
C 4.48587 1.03306 -3.91862
C 4.75823 1.40690 -2.45927
C 3.45291 1.59886 -1.70353
N 3.69332 1.74944 -0.25434
C 2.77776 1.67780 0.68218
S 1.07177 1.59521 0.15734
N 3.00968 1.89301 1.95918
C 4.31267 2.19930 2.57478
C 4.52780 3.69647 2.77528
C 5.69487 3.97247 3.71997
C 5.92156 5.46383 3.92871
H 3.87132 -0.63558 -5.15758
H 2.92712 -0.48171 -3.68323
H 4.58515 -1.11783 -3.63055
H 3.79490 1.76347 -4.34891
H 5.41474 1.13175 -4.47949
H 5.33940 2.33172 -2.42239
H 5.36221 0.63018 -1.97484
H 2.78181 0.75351 -1.85371
H 2.94709 2.49874 -2.05908
H 4.63589 1.99716 0.02382
H 2.19378 1.93120 2.55054
H 5.09706 1.75590 1.96419
H 4.33991 1.68188 3.53495
H 3.61275 4.14514 3.17429
H 4.71657 4.17381 1.80856
H 6.60258 3.51175 3.31926
H 5.49912 3.48457 4.68031
H 6.24822 5.94442 3.00561
H 6.68662 5.64161 4.68198
H 5.00652 5.95809 4.26002
C 2.40509 -3.10547 5.62852
N 2.60192 -2.55188 4.24642
C 3.31220 -1.23633 4.30934
C 1.36156 -2.51943 3.34634
C 0.43602 -1.35878 3.61988
C -0.10344 -1.30044 4.90805
C -0.77905 -0.18670 5.38163
C -0.91154 0.90974 4.53762
C -0.49654 0.79764 3.22374
C 0.11367 -0.34642 2.67346
H 3.38727 -3.34590 6.02762
H 1.79495 -4.00389 5.57507
H 1.93719 -2.35026 6.24993
H 3.22024 -3.21304 3.77630
H 2.56802 -0.46132 4.46877
H 3.83989 -1.06444 3.37914
H 4.01507 -1.25899 5.13766
H 0.88818 -3.49072 3.49560
H 1.75668 -2.47358 2.33938
H 0.01152 -2.15022 5.56775
H -1.16444 -0.16518 6.39264
H -1.37462 1.82366 4.88854
H -0.65769 1.65697 2.58786
Cl 0.16692 -0.83436 -1.93487
Ge 1.10116 -3.17687 -2.18069
Cl -0.71369 -4.01686 -2.97490
Cl 0.21789 -2.91264 0.41282
O 2.19973 -0.84926 0.67408
N 2.68746 -1.72481 -0.18055
C 3.96734 -1.85692 -0.20465
C 4.88063 -1.08391 0.58600
N 5.61594 -0.46770 1.21785
C 4.49299 -2.87080 -1.07634
N 4.88506 -3.70371 -1.76278
*
```

Computed properties:
ΔE to the lowest compared entry with this formula, charge and spin	0.822	eV
lowest unoccupied orbital energy (spin up / spin down)	-9.3 / -11.0	eV
orbital gap (spin up / spin down)	0.289 / 0.219	Eh
<S²>	0.7624

=====

C16H19Br2FO9 | wB97M-V/def2-TZVPD

Geometry as ORCA input:
```
! RIJCOSX wB97M-V def2-TZVPD def2/J DEFGRID3
* xyz 0 1
C 4.21449 1.73445 -0.78716
C 3.57672 0.51136 -0.15841
F 2.76009 0.89255 0.90638
C 2.75751 -0.28341 -1.19243
C 1.59189 -0.98204 -0.59175
C 0.28800 -0.66911 -0.64034
C -0.34064 0.51358 -1.29350
Br -1.03345 -0.07113 -3.01864
C -1.40622 1.17261 -0.42034
C -0.78140 1.64404 0.88899
Br -2.19723 2.69633 -1.31677
C -0.45616 -1.74525 0.07605
O -1.53549 -1.75527 0.56633
O 0.43587 -2.82143 0.21088
C 1.68748 -2.23753 0.21313
O 2.60608 -2.66359 0.84107
H 4.86138 1.40292 -1.60042
H 4.76809 2.31631 -0.05655
H 3.43581 2.34943 -1.24510
H 4.37509 -0.12608 0.22967
H 3.41596 -1.01736 -1.65725
H 2.39151 0.40022 -1.95930
H 0.41718 1.26428 -1.50692
H -2.20713 0.47679 -0.19444
H -1.44890 2.34744 1.38416
H -0.62699 0.80719 1.57074
H 0.16653 2.15722 0.72231
O -3.59894 4.83815 0.85244
C -4.46138 5.19498 0.12294
O -4.34952 5.29399 -1.22793
C -5.65304 5.52809 -1.77033
C -6.38847 6.13803 -0.59346
O -5.70411 5.56144 0.52055
H -5.58651 6.19049 -2.62903
H -6.07849 4.57279 -2.08198
H -6.27771 7.22290 -0.55013
H -7.44373 5.88189 -0.55951
O 3.27825 -8.99729 1.91190
C 2.88269 -7.88013 1.86082
O 1.72554 -7.49708 1.26833
C 1.47433 -6.12797 1.60561
C 2.86480 -5.61910 1.92702
O 3.52277 -6.80776 2.38354
H 1.00501 -5.61215 0.77285
H 0.80805 -6.09637 2.46932
H 3.38455 -5.24200 1.04665
H 2.87986 -4.85741 2.70002
*
```

Computed properties:
SMILES string	C[C@@H](F)CC1=C([C@@H](Br)[C@@H](C)Br)C(=O)OC1=O.O=C1OCCO1.O=C1OCCO1
lowest unoccupied orbital energy	-1.2	eV
orbital gap	0.324	Eh

=====

C8H19AgNO7 | wB97M-V/def2-TZVPD

Geometry as ORCA input:
```
! RIJCOSX wB97M-V def2-TZVPD def2/J DEFGRID3
* xyz -3 3
Ag 0.81618 -0.25943 0.93977
C -0.26894 3.18772 -1.94227
C 0.49893 2.63099 -0.77516
O 0.10714 1.54811 -0.33000
O 1.35225 3.33988 -0.30538
H -1.23377 2.70807 -2.10700
H 0.14631 2.99974 -2.93239
H -0.48203 4.24324 -1.77327
C 3.61069 -0.37781 -2.13089
C 3.55806 0.11647 -0.73363
O 3.96934 1.22671 -0.50635
O 2.89253 -0.55420 0.09172
H 2.66495 -0.17227 -2.63232
H 3.64242 -1.46577 -2.18950
H 4.32820 0.07853 -2.81282
O 1.38900 -1.75788 2.40706
H 0.91795 -2.43578 2.92964
O 1.96974 1.14561 2.19268
H 1.20609 1.70594 2.43226
C -3.12290 -1.50416 2.37385
C -1.75757 -1.26990 1.60084
C -1.90224 -1.51993 0.02888
O -0.58502 -1.40109 -0.54028
C -0.66799 -0.92790 -1.89864
N -1.39861 0.11572 1.86941
H -3.86195 -0.75336 2.09418
H -2.94243 -1.63186 3.44120
H -3.71188 -2.34924 2.01742
H -1.09546 -1.95098 2.13549
H -2.66321 -0.85769 -0.38400
H -2.18421 -2.56249 -0.11831
H 0.36851 -0.74005 -2.17879
H -1.24819 -0.01376 -2.02438
H -1.10324 -1.75841 -2.45444
H -1.31846 0.37249 2.84294
H -1.89027 0.84470 1.37246
*
```

Computed properties:
ΔE to the lowest compared entry with this formula, charge and spin	0.271	eV
lowest unoccupied orbital energy (spin up / spin down)	7.5 / 7.4	eV
orbital gap (spin up / spin down)	0.087 / 0.195	Eh
<S²>	2.0092

=====

C2H5N3S | wB97M-V/def2-TZVPD

Geometry as ORCA input:
```
! RIJCOSX wB97M-V def2-TZVPD def2/J DEFGRID3
* xyz 0 1
H -2.25584 0.69336 -0.13643
N -2.31793 -0.31322 -0.04891
C -1.23494 -0.93662 -0.01606
N 0.10081 -0.52170 0.03792
S 1.29209 -1.75144 -0.03636
C 0.48024 0.81510 0.04488
N 1.67914 1.22301 -0.07281
H 1.67596 2.22784 -0.14355
H -1.28022 -2.05647 0.00787
H 2.28953 -0.85882 0.15829
H -0.42885 1.47897 0.20516
*
```

Computed properties:
SMILES string	[H]/N=C\N(S)/C=N/[H]
ΔE to the lowest compared entry with this formula, charge and spin	1.875	eV
lowest unoccupied orbital energy	0.7	eV
orbital gap	0.347	Eh